This record from the OMol25 dataset describes C54H114F12N6O6P2V as an isolated structure in a non-equilibrium geometry. The level of theory is ωB97M-V/def2-TZVPD.

Each line ends with the Löwdin spin population.
CARTESIAN COORDINATES (ANGSTROEM)
V (-2.71400, -1.68528, -2.00141)  3.53
P (-4.95114, -0.01564, -2.94089)  0.01
P (-0.89508, 0.14987, -0.47027)  0.00
F (-3.44610, 0.53810, -2.52880)  0.03
F (-1.04716, 0.19605, -2.08878)  0.03
F (-6.33930, -0.84544, -3.22684)  0.00
F (-0.72128, -0.17136, 1.10550)  0.00
F (-4.73029, -0.78693, -1.48740)  0.03
F (-4.14471, -1.30736, -3.50457)  0.04
F (-5.77107, 1.24716, -2.35519)  0.00
F (-2.50013, 0.29453, -0.29976)  0.02
F (-4.80209, 0.60630, -4.52253)  0.00
F (-1.24630, -1.38443, -0.56843)  0.04
F (-0.57370, 1.79707, -0.43993)  0.00
F (0.68307, -0.13913, -0.47503)  0.00
O (5.78159, 1.79111, -3.59543)  0.00
O (-3.13101, -3.36802, -0.45315)  0.07
O (-0.74832, 3.11287, 2.83085)  0.00
O (1.96373, -5.70367, 2.17648)  0.00
O (-1.39387, 6.24148, 1.95226)  0.00
O (-1.96906, -3.35923, -3.58104)  0.05
N (-0.83636, -2.60984, -3.45112)  0.02
N (5.42548, 2.12035, -2.31050)  0.00
N (-0.40636, 2.85023, 4.15878)  0.00
N (-1.29581, 5.58936, 0.72813)  0.00
N (2.40920, -4.59881, 1.49639)  0.00
N (-4.48132, -3.30470, -0.03623)  0.02
C (3.93110, -5.85495, -0.00506)  0.00
C (-1.08738, 5.33100, -2.17644)  0.00
C (2.29545, -3.18520, 3.54148)  0.00
C (-1.05740, 1.63634, 6.30251)  0.00
C (-0.28383, -2.79655, -5.86832)  0.00
C (0.86454, -3.77995, -5.58997)  0.00
C (0.63805, -4.43428, -4.16314)  0.00
C (4.32772, -3.31079, 0.40394)  0.00
C (-3.10740, 7.04626, -0.38917)  0.00
C (0.02317, 5.86629, 0.04856)  0.00
C (4.18093, -0.04270, -2.20420)  0.00
C (-1.77782, -1.00223, -5.14170)  0.01
C (-2.87241, 2.73280, 4.77807)  0.00
C (0.43441, 1.35389, 6.59599)  0.00
C (-1.45611, 1.98243, 4.80461)  0.00
C (4.50390, 3.10212, 0.22689)  0.00
C (-1.75054, 0.72232, 4.06455)  0.00
C (1.52044, 1.31664, 3.65346)  0.00
C (4.21169, 1.54415, -1.88892)  0.00
C (-2.28137, 4.82970, -1.42210)  0.00
C (1.23829, 5.38243, 0.91022)  0.00
C (-2.52580, 5.57602, -0.09080)  0.00
C (-7.25852, -3.56887, 1.07955)  0.00
C (1.46096, -2.81144, -2.40123)  0.00
C (-4.29438, -4.03116, 2.35954)  0.00
C (1.95347, 3.75087, 4.01189)  0.00
C (-5.26765, -4.47454, -2.05966)  0.01
C (3.93388, -2.04414, 1.06533)  0.00
C (-6.23410, -2.55430, 1.66029)  0.00
C (1.03650, 2.61528, 4.42177)  0.00
C (3.02298, 2.15562, -2.59316)  0.00
C (4.03936, 1.70629, -0.33977)  0.00
C (-6.85267, -3.91590, -0.31854)  0.00
C (1.34130, 2.43068, 5.96841)  0.00
C (-3.61759, 4.70168, 0.70461)  0.00
C (4.79304, -5.17680, 2.20453)  0.00
C (-0.38110, -4.63200, -1.88667)  0.01
C (-5.18195, -5.88547, -0.01119)  0.00
C (0.59217, -0.82946, -4.42099)  0.00
C (3.79762, -4.67722, 1.05554)  0.00
C (0.21975, -3.57083, -2.97173)  0.00
C (7.44408, 3.55384, -2.27688)  0.00
C (5.92651, 3.32139, -0.34069)  0.00
C (0.20562, 5.14444, -1.32232)  0.00
C (-3.80472, -1.59316, 1.72556)  0.00
C (5.16677, 4.63593, -2.52142)  0.00
C (2.42975, -2.02818, 1.24829)  0.00
C (-0.57435, -1.85386, -4.68510)  0.00
C (-5.38448, -4.41725, -0.57124)  0.00
C (0.37952, -3.28386, 1.84456)  0.00
C (5.99526, 3.38373, -1.81988)  0.00
C (0.26149, 7.38292, -0.21691)  0.00
C (-4.69284, -2.88219, 1.40065)  0.00
C (1.90400, -3.29141, 2.05368)  0.00
H (0.06909, 7.97776, 0.67597)  0.00
H (-0.46323, -4.23174, -0.87615)  0.00
H (2.41208, 2.31546, 6.13653)  0.00
H (0.96384, -4.52170, -6.38247)  0.00
H (-1.39816, -5.00014, -2.02139)  0.00
H (-7.60073, -4.57926, -0.75265)  0.00
H (-6.05627, -6.43389, -0.36178)  0.00
H (-3.77807, -3.59209, 3.21322)  0.00
H (4.18491, -1.07695, 0.62988)  0.00
H (8.00678, 2.66224, -2.00028)  0.00
H (1.88668, -2.29003, 4.01019)  0.00
H (-0.59046, 2.31247, 2.32484)  0.00
H (0.71605, 0.35784, 6.25445)  0.00
H (-3.16112, 3.74378, 0.95394)  0.00
H (-3.70407, 2.29701, 5.33171)  0.00
H (2.06529, 3.82949, 2.93048)  0.00
H (-0.37686, 7.73945, -1.02531)  0.00
H (-2.81673, -4.14788, 0.01014)  0.01
H (1.27852, 7.69519, -0.45406)  0.00
H (1.17423, 3.40783, 6.42161)  0.00
H (-2.24400, 3.74293, -1.49721)  0.00
H (2.25609, -1.09469, 1.78358)  0.00
H (-5.31567, -3.45984, -2.45485)  0.00
H (-2.70744, 3.65305, 5.33846)  0.00
H (5.10557, -0.40203, -1.75251)  0.00
H (0.96444, 0.41324, 3.90410)  0.00
H (4.58815, 0.96801, 0.24493)  0.00
H (-4.35877, -0.76314, 1.28714)  0.00
H (4.80649, 4.54390, -3.54603)  0.00
H (3.31260, -0.58337, -1.82769)  0.00
H (6.60233, 2.57856, 0.08307)  0.00
H (-3.05929, 4.98958, -2.16867)  0.00
H (-2.43459, 7.47540, -1.13166)  0.00
H (0.52511, 4.12959, -1.08543)  0.00
H (-2.64478, 0.36050, 4.57202)  0.00
H (-5.99649, -5.16325, -2.48695)  0.00
H (-1.09407, -3.45173, -6.18828)  0.00
H (-3.09746, 7.61416, 0.54115)  0.00
H (4.75506, -4.53028, 3.08127)  0.00
H (0.57695, -0.35629, -3.43916)  0.00
H (-3.78146, -1.37823, 2.79391)  0.00
H (-3.64499, -4.83037, 2.00230)  0.00
H (-6.37322, -1.66106, 1.05131)  0.00
H (2.20613, -2.45936, -3.11458)  0.00
H (2.01390, -4.05683, 4.13233)  0.00
H (-1.55110, -0.48395, -6.07341)  0.00
H (-4.04378, 7.02551, -0.94674)  0.00
H (3.43734, -5.58370, -0.93818)  0.00
H (4.17229, -3.23190, -0.67203)  0.00
H (-2.76174, -1.61259, 1.40946)  0.00
H (2.67423, 3.02183, -2.03089)  0.00
H (2.55981, -5.63795, 2.92613)  0.00
H (4.42018, 3.05131, 1.31249)  0.00
H (-7.35354, -4.41024, 1.76598)  0.00
H (1.60320, 4.72893, 4.34174)  0.00
H (1.81342, -3.25178, -5.49645)  0.00
H (7.61880, 3.70768, -3.34174)  0.00
H (-3.93928, 5.22485, 1.60511)  0.00
H (5.39719, -3.31824, 0.61441)  0.00
H (0.19431, -2.19332, -6.64005)  0.00
H (-5.31659, -5.97396, 1.06683)  0.00
H (-6.94369, -3.03467, -0.95355)  0.00
H (4.47229, -1.96394, 2.00968)  0.00
H (-2.71797, -1.53556, -5.28235)  0.00
H (3.17781, 2.37220, -3.65015)  0.00
H (1.87956, -1.98263, 0.30845)  0.00
H (4.97154, -6.08050, -0.23898)  0.00
H (2.57302, 1.03485, 3.62564)  0.00
H (1.56809, -1.25034, -4.66290)  0.00
H (4.27390, 4.62265, -1.89637)  0.00
H (3.35190, -2.93728, 3.64422)  0.00
H (4.34055, -0.21199, -3.26907)  0.00
H (2.99807, 3.78831, 4.32093)  0.00
H (0.46123, -0.00360, -5.12021)  0.00
H (0.27349, -5.49127, -1.74080)  0.00
H (6.18785, 4.25071, 0.16543)  0.00
H (1.20957, 1.41087, 2.61298)  0.00
H (-2.02769, -0.23554, -4.40832)  0.01
H (-8.24607, -3.11039, 1.13098)  0.00
H (2.19372, 5.63338, 0.44950)  0.00
H (5.81577, -5.15372, 1.82823)  0.00
H (1.16596, -1.95770, -1.79114)  0.00
H (-5.14845, -4.57170, 2.76757)  0.00
H (-6.48670, -2.27879, 2.68420)  0.00
H (-0.99325, 4.86267, -3.15619)  0.00
H (1.09400, 4.33494, 1.17488)  0.00
H (-1.98431, 0.84172, 3.00663)  0.00
H (-0.16250, -5.14534, -4.36715)  0.00
H (-0.95659, -0.02154, 4.13085)  0.00
H (2.98917, 1.59345, -0.07058)  0.00
H (-4.25787, -4.86169, -2.19596)  0.00
H (0.01694, -3.11906, 0.82993)  0.00
H (-1.74115, -4.03214, -4.22668)  0.01
H (1.58106, -4.90038, -3.87748)  0.00
H (-3.24239, 3.09084, 3.81734)  0.00
H (3.51952, -6.81518, 0.30585)  0.00
H (0.52038, 1.42457, 7.68029)  0.00
H (1.29886, 5.89741, 1.86899)  0.00
H (4.44362, -6.06253, 2.73508)  0.00
H (-1.51473, 2.44698, 6.86979)  0.00
H (7.89604, 4.33879, -1.67052)  0.00
H (-1.20383, 6.35503, -2.53129)  0.00
H (5.78452, 5.53376, -2.54087)  0.00
H (-0.12141, -4.15363, 2.26960)  0.00
H (3.87535, 3.92542, -0.11253)  0.00
H (0.06560, -2.39374, 2.38975)  0.00
H (2.16976, 1.48109, -2.66476)  0.00
H (1.02276, 5.69227, -1.79165)  0.00
H (-1.40205, 0.76169, 6.85413)  0.00
H (-1.20967, 7.10385, 1.57280)  0.00
H (-4.26843, -6.39823, -0.31230)  0.00
H (6.68928, 1.50545, -3.46856)  0.00
H (2.11291, -3.41243, -1.76730)  0.00
H (-4.51038, 4.47583, 0.12149)  0.00

Results
- Expectation value of S²: 6.002
- Multiplicity: 5
- Net charge: -1
- Calculated total energy: -155948.053 eV
- HOMO-LUMO gap (alpha / beta): 2.8752 / 7.9979 eV
- HOMO (alpha / beta): -0.8 / -6.0 eV
- E_LUMO (alpha / beta): 2.049 / 2.046 eV